Record 1
This record from the Open Molecules 2025 dataset describes a molecular structure, C4H6N4 in a non-equilibrium geometry. The level of theory is ωB97M-V/def2-TZVPD.

Results
**Energy relative to the best compared isomer or geometry (same formula, charge and spin)**: 698.9 kJ/mol
**LUMO**: -0.16 eV
**Strongest force on any atom**: 5.62 eV Å⁻¹
**HOMO level**: -0.3356 hartree

```
! RIJCOSX wB97M-V def2-TZVPD def2/J DEFGRID3
* xyz 0 1
C -0.139 -1.097 0.681
C -0.027 0.280 -1.158
C -0.148 1.339 -1.919
C 0.401 -1.001 -1.528
H -1.116 0.346 2.477
H 0.141 -0.202 3.797
H 0.804 0.866 0.807
H -0.375 1.055 -3.022
H -0.476 2.534 -1.788
H 1.143 -1.133 -2.629
N -0.145 0.008 2.660
N -0.002 -1.431 1.886
N -0.344 0.303 0.331
N 0.283 -1.867 -0.596
*
```

Table of natural (NBO) atomic charges, one value per atom, all in e: atom 1 (C): 0.451, atom 2 (C): 0.000, atom 3 (C): -0.364, atom 4 (C): 0.091, atom 5 (H): 0.381, atom 6 (H): 0.387, atom 7 (H): 0.420, atom 8 (H): 0.210, atom 9 (H): 0.240, atom 10 (H): 0.224, atom 11 (N): -0.736, atom 12 (N): -0.262, atom 13 (N): -0.645, atom 14 (N): -0.396

Record 2
This record from the Open Molecules 2025 dataset describes a molecular structure, C3HO2Rh in a non-equilibrium geometry. The level of theory is ωB97M-V/def2-TZVPD.

Results
**<S²>**: 8.790
**Energy relative to the best compared isomer or geometry (same formula, charge and spin)**: 0.0 kJ/mol
**LUMO (alpha / beta)**: -6.50 / -8.18 eV
**Strongest force on any atom**: 3.99 eV Å⁻¹
**HOMO level (alpha / beta)**: -0.4597 / -0.5546 hartree

```
! RIJCOSX wB97M-V def2-TZVPD def2/J DEFGRID3
* xyz 1 6
O 1.110 -0.944 0.016
O 0.802 1.225 0.009
C 0.347 0.052 -0.051
Rh 2.677 0.402 0.035
C -2.139 0.577 0.090
C -1.122 -0.162 -0.192
H -1.674 -1.150 0.092
*
```

Table of natural (NBO) atomic charges, one value per atom, all in e: atom 1 (O): -0.606, atom 2 (O): -0.607, atom 3 (C): 0.742, atom 4 (Rh): 1.399, atom 5 (C): 0.428, atom 6 (C): -0.649, atom 7 (H): 0.294

Record 3
This record from the Open Molecules 2025 dataset describes 5 unconnected molecules or ions with the total composition CH10O5 in a non-equilibrium geometry. The level of theory is ωB97M-V/def2-TZVPD.

Results
**<S²>**: 0.758
**Energy relative to the best compared isomer or geometry (same formula, charge and spin)**: 126.1 kJ/mol
**LUMO (alpha / beta)**: -7.37 / -10.96 eV
**Strongest force on any atom**: 2.44 eV Å⁻¹
**HOMO level (alpha / beta)**: -0.5219 / -0.5208 hartree

```
! RIJCOSX wB97M-V def2-TZVPD def2/J DEFGRID3
* xyz 1 2
O -3.019 0.412 -1.408
C -2.499 -0.641 -1.444
H -1.962 -1.101 -2.315
H -2.609 -1.411 -0.710
H 1.670 -1.524 0.817
H 0.459 -1.740 1.793
O 1.307 -1.295 1.675
H -1.996 0.683 1.673
H -0.399 0.579 2.149
O -1.131 0.292 1.610
H 2.457 0.068 -2.362
H 2.115 0.705 -1.142
O 1.638 0.404 -1.959
H 3.143 0.495 1.435
H 1.616 0.700 0.992
O 2.519 1.005 0.890
*
```

Table of natural (NBO) atomic charges, one value per atom, all in e: atom 1 (O): 0.043, atom 2 (C): 0.302, atom 3 (H): 0.333, atom 4 (H): 0.310, atom 5 (H): 0.483, atom 6 (H): 0.483, atom 7 (O): -0.962, atom 8 (H): 0.490, atom 9 (H): 0.517, atom 10 (O): -1.003, atom 11 (H): 0.472, atom 12 (H): 0.494, atom 13 (O): -0.969, atom 14 (H): 0.495, atom 15 (H): 0.484, atom 16 (O): -0.972

Record 4
This record from the Open Molecules 2025 dataset describes a molecular structure, C12H30ClI2IrN2OP2 in a non-equilibrium geometry. The level of theory is ωB97M-V/def2-TZVPD.

Results
**<S²>**: 8.774
**Energy relative to the best compared isomer or geometry (same formula, charge and spin)**: 24.8 kJ/mol
**LUMO (alpha / beta)**: -11.51 / -14.07 eV
**Strongest force on any atom**: 3.21 eV Å⁻¹
**HOMO level (alpha / beta)**: -0.6670 / -0.6527 hartree

```
! RIJCOSX wB97M-V def2-TZVPD def2/J DEFGRID3
* xyz 3 6
I 0.592 3.804 -1.584
I -0.063 -1.224 -1.722
Ir 0.281 1.256 -0.746
P 2.651 1.296 -0.907
C 3.416 -0.257 -1.495
C 3.586 2.536 -1.895
H 4.645 2.256 -1.983
H 4.375 1.201 0.794
H 3.510 3.521 -1.420
H 3.194 2.528 1.102
H 3.095 -0.445 -2.524
H 3.156 2.577 -2.899
C 3.313 1.484 0.791
H 4.509 -0.146 -1.459
H 2.738 0.839 1.469
H 3.118 -1.104 -0.869
P -1.964 1.799 -1.298
C -3.106 0.385 -1.576
C -2.805 2.725 0.052
H -2.205 3.879 -2.576
H -3.346 2.611 -3.117
H -1.631 2.531 -3.603
C -2.315 2.812 -2.795
H -2.341 3.712 0.161
H -3.871 2.833 -0.185
H -4.142 0.713 -1.412
H -2.874 -0.441 -0.894
H -2.699 2.171 0.993
H -2.992 0.033 -2.606
Cl 0.141 2.534 1.277
C 2.097 -2.574 1.015
N 0.735 -2.559 1.488
C 0.062 -3.827 1.345
C -1.251 -3.800 2.074
C -2.041 -2.605 1.605
N -1.270 -1.413 1.859
C -2.050 -0.212 2.041
C 0.066 -1.354 1.529
O 0.654 -0.270 1.272
H 2.127 -2.706 -0.078
H 2.609 -3.425 1.477
H 2.600 -1.646 1.293
H -0.096 -4.052 0.274
H 0.731 -4.594 1.757
H -1.075 -3.729 3.152
H -1.808 -4.721 1.872
H -2.994 -2.519 2.136
H -2.264 -2.698 0.525
H -2.789 -0.102 1.234
H -2.605 -0.284 2.987
H -1.403 0.671 2.067
*
```

Table of natural (NBO) atomic charges, one value per atom, all in e: atom 1 (I): 0.451, atom 2 (I): 0.407, atom 3 (Ir): 0.437, atom 4 (P): 1.116, atom 5 (C): -0.958, atom 6 (C): -0.948, atom 7 (H): 0.300, atom 8 (H): 0.290, atom 9 (H): 0.269, atom 10 (H): 0.274, atom 11 (H): 0.264, atom 12 (H): 0.261, atom 13 (C): -0.944, atom 14 (H): 0.293, atom 15 (H): 0.280, atom 16 (H): 0.256, atom 17 (P): 1.105, atom 18 (C): -0.961, atom 19 (C): -0.942, atom 20 (H): 0.274, atom 21 (H): 0.292, atom 22 (H): 0.263, atom 23 (C): -0.954, atom 24 (H): 0.271, atom 25 (H): 0.289, atom 26 (H): 0.296, atom 27 (H): 0.241, atom 28 (H): 0.262, atom 29 (H): 0.270, atom 30 (Cl): -0.164, atom 31 (C): -0.411, atom 32 (N): -0.397, atom 33 (C): -0.217, atom 34 (C): -0.431, atom 35 (C): -0.220, atom 36 (N): -0.358, atom 37 (C): -0.427, atom 38 (C): 0.787, atom 39 (O): -0.651, atom 40 (H): 0.174, atom 41 (H): 0.259, atom 42 (H): 0.225, atom 43 (H): 0.192, atom 44 (H): 0.252, atom 45 (H): 0.245, atom 46 (H): 0.266, atom 47 (H): 0.253, atom 48 (H): 0.196, atom 49 (H): 0.191, atom 50 (H): 0.261, atom 51 (H): 0.223